1.
{
  "formula": "C12H30O6",
  "method": "ωB97M-V/def2-TZVPD",
  "orbital_gap_ha": 0.3680,
  "smiles": "COCCOC.COCCOC.COCCOC",
  "total_charge": 0,
  "lumo_energy_ev": 0.8,
  "e_above_lowest_kj_mol": 232.3,
  "species": ["C", "O", "C", "C", "O", "C", "H", "H", "H", "H", "H", "H", "H", "H", "H", "H", "C", "O", "C", "C", "O", "C", "H", "H", "H", "H", "H", "H", "H", "H", "H", "H", "C", "O", "C", "C", "O", "C", "H", "H", "H", "H", "H", "H", "H", "H", "H", "H"],
  "xyz": [[-3.369, 1.327, 3.358], [-3.808, 0.268, 2.503], [-3.435, 0.467, 1.174], [-3.933, -0.641, 0.238], [-3.904, -0.259, -1.119], [-5.078, 0.376, -1.593], [-2.299, 1.137, 3.469], [-3.878, 1.278, 4.319], [-3.680, 2.287, 2.937], [-2.346, 0.518, 1.054], [-3.855, 1.410, 0.797], [-4.877, -1.109, 0.521], [-3.144, -1.398, 0.272], [-5.148, 0.161, -2.661], [-5.065, 1.448, -1.406], [-5.969, -0.136, -1.213], [2.318, -0.578, 1.991], [1.896, 0.754, 1.832], [1.071, 0.901, 0.699], [0.697, 2.296, 0.335], [1.820, 3.150, 0.183], [1.381, 4.458, -0.049], [2.788, -0.699, 2.968], [3.124, -0.816, 1.288], [1.458, -1.243, 1.857], [0.118, 0.404, 0.951], [1.458, 0.344, -0.162], [0.012, 2.702, 1.090], [0.162, 2.186, -0.617], [0.954, 4.912, 0.862], [0.614, 4.614, -0.814], [2.230, 5.115, -0.249], [5.064, -2.192, -0.613], [3.956, -1.381, -0.975], [3.355, -1.578, -2.226], [2.164, -2.538, -2.157], [1.239, -2.029, -1.241], [-0.081, -2.478, -1.363], [5.247, -2.154, 0.458], [5.946, -1.780, -1.112], [4.836, -3.220, -0.907], [4.073, -1.760, -3.035], [2.992, -0.578, -2.489], [2.561, -3.470, -1.728], [1.807, -2.704, -3.177], [-0.480, -2.955, -0.463], [-0.191, -3.147, -2.222], [-0.799, -1.671, -1.563]],
  "forces_ev_per_angstrom": [[-0.24, -0.78, -0.54], [-0.71, -0.23, 0.43], [-0.52, 0.59, -0.74], [1.30, -0.64, 0.18], [-0.27, 0.26, -0.08], [-0.03, -0.86, -0.37], [0.14, 0.92, 0.25], [0.06, -0.49, 0.01], [0.61, 0.14, -0.16], [0.08, 0.14, 0.12], [0.08, 0.16, 0.10], [-0.15, 0.30, 0.15], [-0.35, -0.39, 0.18], [0.35, 0.41, -0.09], [-0.26, 0.07, 0.07], [-0.04, 0.39, 0.49], [0.50, 0.02, -0.10], [0.15, 0.82, 0.04], [-0.19, -1.29, 0.29], [0.37, 0.26, 0.23], [-0.60, -0.21, -0.44], [0.14, 1.34, 0.88], [-0.47, 0.15, 0.21], [-0.39, -0.13, -0.36], [0.22, -0.30, 0.10], [-0.15, -0.05, -0.27], [0.35, 0.16, 0.03], [0.04, 0.16, -0.01], [-0.18, 0.29, 0.00], [-0.14, -0.35, 0.08], [0.17, -0.53, -0.32], [0.14, -0.38, -0.35], [-0.49, 0.16, -0.90], [0.18, 0.22, 0.96], [-0.41, 1.08, -0.10], [1.64, -0.32, 0.40], [-0.34, 0.74, 0.08], [-1.03, -0.12, -0.63], [-0.34, 0.14, 0.06], [0.19, -0.44, -0.09], [0.49, -0.15, 0.03], [0.07, -0.76, 0.16], [-0.34, -0.08, 0.05], [-0.16, -0.28, -0.42], [-0.42, 0.00, 0.12], [0.52, -0.25, 0.07], [0.02, -0.24, 0.21], [0.42, 0.32, 0.00]],
  "lowdin_charge": [-0.08, -0.19, -0.23, -0.20, -0.19, -0.11, 0.09, 0.08, 0.09, 0.11, 0.12, 0.13, 0.12, 0.09, 0.08, 0.09, -0.10, -0.16, -0.22, -0.22, -0.15, -0.14, 0.09, 0.07, 0.09, 0.11, 0.12, 0.13, 0.13, 0.09, 0.09, 0.09, -0.09, -0.21, -0.21, -0.21, -0.19, -0.11, 0.08, 0.09, 0.09, 0.13, 0.13, 0.13, 0.13, 0.08, 0.08, 0.08]
}

***

2.
{
  "formula": "C12H31BrFOPSi",
  "method": "ωB97M-V/def2-TZVPD",
  "orbital_gap_ha": 0.3300,
  "smiles": "OP(Br)[SiH2]F.CCCCCC.CCCCCC",
  "total_charge": 0,
  "lumo_energy_ev": -0.1,
  "species": ["O", "P", "Br", "Si", "F", "H", "H", "H", "C", "C", "C", "C", "C", "C", "H", "H", "H", "H", "H", "H", "H", "H", "H", "H", "H", "H", "H", "H", "C", "C", "C", "C", "C", "C", "H", "H", "H", "H", "H", "H", "H", "H", "H", "H", "H", "H", "H", "H"],
  "xyz": [[3.698, -2.878, 0.483], [3.310, -1.409, -0.138], [4.604, -0.015, 1.027], [1.191, -1.166, 0.614], [0.956, -0.025, 1.704], [3.291, -3.028, 1.344], [0.776, -2.460, 1.206], [0.367, -0.912, -0.579], [-0.290, 0.241, 4.925], [-1.626, 0.622, 4.293], [-1.643, 2.036, 3.714], [-1.405, 3.150, 4.736], [-2.389, 3.169, 5.904], [-3.838, 3.384, 5.478], [-0.046, 0.879, 5.776], [-0.313, -0.788, 5.286], [0.515, 0.325, 4.194], [-2.427, 0.505, 5.027], [-1.849, -0.082, 3.486], [-2.598, 2.201, 3.209], [-0.875, 2.107, 2.938], [-1.454, 4.112, 4.216], [-0.388, 3.074, 5.129], [-2.097, 3.970, 6.589], [-2.311, 2.240, 6.475], [-3.947, 4.322, 4.930], [-4.498, 3.427, 6.345], [-4.194, 2.577, 4.836], [1.347, -2.933, -3.244], [1.754, -1.564, -3.782], [0.581, -0.744, -4.317], [-0.160, -1.374, -5.498], [0.716, -1.683, -6.711], [1.371, -0.447, -7.320], [0.910, -3.561, -4.022], [2.214, -3.461, -2.843], [0.611, -2.834, -2.442], [2.514, -1.688, -4.558], [2.233, -1.000, -2.978], [0.942, 0.248, -4.598], [-0.137, -0.583, -3.505], [-0.963, -0.696, -5.804], [-0.653, -2.294, -5.173], [0.097, -2.169, -7.469], [1.488, -2.409, -6.440], [0.617, 0.282, -7.625], [1.956, -0.710, -8.202], [2.045, 0.042, -6.616]],
  "forces_ev_per_angstrom": [[-0.35, 0.14, 0.10], [0.66, -0.26, -0.82], [-0.29, 0.14, 0.26], [-0.24, -0.18, 0.19], [-0.02, 0.22, 0.07], [0.16, -0.23, 0.14], [0.10, -0.01, 0.05], [-0.02, 0.17, 0.00], [-0.09, -0.06, 0.01], [0.07, -0.01, -0.02], [-0.02, 0.01, -0.02], [0.03, 0.00, 0.01], [-0.05, 0.05, -0.03], [0.04, -0.03, 0.06], [0.00, 0.02, 0.00], [0.03, 0.00, 0.00], [0.03, 0.03, 0.02], [-0.02, 0.01, -0.01], [-0.02, -0.01, 0.01], [0.00, 0.01, 0.01], [0.01, -0.02, 0.00], [-0.01, 0.01, 0.00], [0.00, -0.01, -0.01], [0.00, -0.01, 0.02], [0.02, -0.01, 0.00], [0.00, 0.00, -0.03], [-0.01, 0.01, 0.00], [0.00, 0.00, -0.01], [0.14, 0.07, -0.02], [-0.11, -0.02, 0.07], [0.01, 0.01, -0.01], [-0.01, -0.02, 0.01], [-0.01, 0.06, -0.04], [0.01, -0.08, 0.01], [-0.02, -0.02, 0.01], [-0.02, -0.02, 0.02], [-0.04, -0.01, -0.02], [0.01, 0.02, -0.01], [0.05, 0.02, -0.03], [-0.01, 0.00, -0.01], [0.01, 0.00, 0.01], [0.00, 0.00, -0.01], [0.00, 0.00, 0.01], [0.01, -0.02, 0.00], [-0.01, -0.02, 0.01], [0.00, 0.02, 0.02], [0.00, 0.01, -0.01], [0.00, 0.01, 0.01]],
  "lowdin_charge": [-0.46, 0.28, 0.21, 0.39, -0.26, 0.03, -0.05, -0.06, -0.11, -0.27, -0.23, -0.23, -0.27, -0.11, 0.07, 0.07, 0.06, 0.10, 0.10, 0.10, 0.10, 0.11, 0.10, 0.10, 0.10, 0.07, 0.07, 0.06, -0.12, -0.28, -0.23, -0.23, -0.27, -0.11, 0.07, 0.07, 0.06, 0.10, 0.06, 0.10, 0.10, 0.11, 0.10, 0.10, 0.10, 0.07, 0.07, 0.06]
}

***

Looking at HOMO energy for the records above, in order, we have -9.2; -9.1 eV.